A cluster of 8 separate species, C31H45BF2N9O2PSi in total at a distorted geometry, computed with wB97M-V/def2-TZVPD.

Last column: Mulliken charge in e.
Positions of all 92 atoms, in Å:
C 4.85 2.97 -0.62  -1.2648
C 5.05 2.01 -1.83  0.2950
B 3.70 1.40 -2.30  0.2016
O 2.76 2.15 -2.98  -0.6220
C 3.22 -0.16 -2.01  2.1230
C 2.83 -0.68 -3.33  -0.9274
N 2.42 -1.20 -4.27  -0.6395
P 4.64 -1.17 -1.42  0.1703
O 5.29 -0.66 -0.18  -0.5662
C 1.98 -0.09 -1.06  0.4131
C 2.41 0.63 0.16  -0.0079
N 2.77 1.14 1.11  -0.6682
C 1.38 -1.47 -0.65  1.5494
F 1.83 -2.45 -1.47  -0.3950
F 1.88 -1.78 0.59  -0.3495
C -0.13 -1.51 -0.56  -1.5535
C -0.79 -0.17 -0.15  -0.1255
Si -1.62 0.79 -1.58  -0.0158
C -0.74 0.41 -3.22  -1.1410
C -3.43 0.36 -1.77  -0.9768
C -1.29 2.62 -1.24  0.5974
C -1.06 3.08 0.06  -0.1001
C -0.78 4.42 0.30  -0.7424
C -0.73 5.32 -0.75  -0.4551
C -0.98 4.88 -2.04  -0.6661
C -1.26 3.54 -2.29  -0.2602
H 5.42 3.89 -0.78  0.3412
H 5.20 2.52 0.31  0.2941
H 3.81 3.27 -0.54  0.3721
H 5.84 1.29 -1.65  -0.0397
H 5.39 2.64 -2.65  0.3155
H 2.83 1.99 -3.93  0.2975
H 5.53 -1.16 -2.52  0.1449
H 4.28 -2.51 -1.25  0.1080
H 1.24 0.56 -1.54  -1.0114
H -0.37 -2.25 0.21  0.3867
H -0.56 -1.91 -1.48  0.4657
H -0.11 0.48 0.40  0.2616
H -1.61 -0.40 0.53  0.4539
H -0.30 -0.58 -3.27  0.3372
H -1.40 0.60 -4.07  0.4544
H 0.09 1.12 -3.32  0.1754
H -3.48 -0.59 -2.32  0.3372
H -3.96 0.24 -0.84  0.1491
H -3.92 1.09 -2.42  0.3323
H -1.07 2.40 0.90  0.3128
H -0.59 4.73 1.32  0.3945
H -0.49 6.36 -0.58  0.3942
H -0.94 5.57 -2.88  0.3828
H -1.43 3.20 -3.31  0.3450
C 9.52 0.97 -0.81  -0.7452
C 8.88 1.94 -1.68  0.4353
N 8.38 2.72 -2.37  -0.4167
H 8.78 0.51 -0.15  0.1753
H 9.99 0.18 -1.39  0.2822
H 10.28 1.44 -0.19  0.3131
C 6.63 -3.41 1.72  -0.4879
C 7.88 -3.36 0.98  0.3756
N 8.86 -3.32 0.39  -0.4177
H 6.25 -4.43 1.79  0.2993
H 6.75 -3.04 2.73  0.2537
H 5.86 -2.80 1.23  0.0129
C 4.74 1.25 4.10  -0.3722
C 5.60 2.34 4.54  0.2838
N 6.28 3.20 4.89  -0.3845
H 4.08 1.57 3.30  0.0396
H 5.34 0.42 3.72  0.1518
H 4.13 0.88 4.92  0.3259
C -5.93 -0.28 2.68  -0.2379
C -4.68 0.18 2.09  0.3743
N -3.70 0.54 1.62  -0.4339
H -6.80 0.04 2.09  0.1580
H -5.96 -1.38 2.72  -0.0994
H -6.05 0.10 3.69  0.3326
C -10.19 -1.54 3.16  -0.8213
C -9.41 -0.74 2.23  0.5459
N -8.80 -0.10 1.49  -0.6073
H -9.57 -2.32 3.59  0.2593
H -10.59 -0.93 3.97  0.3254
H -11.02 -2.01 2.65  0.2696
C -4.24 -4.73 1.97  -0.6113
C -5.42 -4.01 2.40  0.3822
N -6.35 -3.42 2.75  -0.5009
H -3.44 -4.04 1.69  0.1055
H -3.87 -5.37 2.77  0.2796
H -4.46 -5.36 1.11  0.2741
C -10.00 -2.89 -0.91  -0.7007
C -10.68 -3.53 0.21  0.3905
N -11.21 -4.04 1.09  -0.4256
H -9.40 -2.05 -0.56  0.2035
H -9.35 -3.59 -1.42  0.2608
H -10.72 -2.51 -1.63  0.2747

Calculated values
Total charge: 0
Structure (SMILES): CCB(O)[C@@](C#N)([PH2]=O)[C@H](C#N)C(F)(F)CC[Si](C)(C)c1ccccc1.CC#N.CC#N.CC#N.CC#N.CC#N.CC#N.CC#N
DFT total energy, hartree: -2706.9657
Strongest force on any atom, eV Å⁻¹: 1.29


A structure of composition C31H45BN7NiSbSe4 at a distorted geometry, computed with wB97M-V/def2-TZVPD.

Last column: Löwdin spin population.
Positions of all 90 atoms, in Å:
Ni -0.27 -0.32 -0.11  1.7214
C 0.41 0.42 5.21  0.0002
C 0.01 0.82 3.84  0.0003
C -0.78 1.94 3.52  0.0017
C -0.92 1.99 2.15  0.0048
N -0.25 0.94 1.62  0.0526
N 0.31 0.25 2.65  0.0018
B 0.87 -1.14 2.42  -0.0007
N -0.31 -2.04 2.10  -0.0015
N -1.15 -1.68 1.09  0.0352
C -2.28 -2.39 1.27  0.0058
C -2.13 -3.15 2.41  0.0014
C -0.91 -2.88 2.93  -0.0007
C -0.19 -3.42 4.13  -0.0001
C -3.50 -2.38 0.42  0.0003
C -4.69 -2.66 1.27  0.0002
C -3.71 -1.04 -0.30  0.0058
C -3.45 -3.43 -0.74  0.0001
N 1.98 -1.27 1.39  -0.0003
N 1.96 -0.69 0.16  0.0480
C 3.17 -0.93 -0.39  0.0059
C 3.92 -1.73 0.50  0.0019
C 3.11 -1.94 1.61  0.0003
C 3.45 -2.65 2.93  0.0001
C 3.76 -0.53 -1.76  0.0001
C 3.91 -1.91 -2.54  0.0009
C 5.15 0.10 -1.57  -0.0001
C 2.91 0.47 -2.51  0.0003
C -1.62 2.94 1.16  0.0002
C -2.52 2.31 0.14  0.0038
C -2.44 3.87 2.12  0.0002
C -0.54 3.68 0.40  -0.0002
H 0.30 1.26 5.89  0.0000
H 1.48 0.10 5.19  0.0000
H -0.14 -0.43 5.72  0.0000
H -1.01 2.69 4.26  0.0004
H 1.46 -1.38 3.49  -0.0001
H -2.88 -3.81 2.84  0.0004
H 0.76 -3.94 3.92  0.0000
H -0.79 -4.24 4.63  0.0000
H -0.11 -2.65 4.96  0.0000
H -4.75 -2.05 2.21  0.0000
H -4.62 -3.72 1.56  0.0000
H -5.55 -2.44 0.62  0.0000
H -3.94 -0.24 0.39  -0.0001
H -4.52 -1.04 -1.05  0.0004
H -2.80 -0.69 -0.94  0.0025
H -3.30 -4.45 -0.37  0.0000
H -2.55 -3.19 -1.40  0.0005
H -4.43 -3.45 -1.30  0.0000
H 4.93 -2.00 0.38  0.0004
H 4.53 -2.97 3.06  0.0000
H 2.89 -3.51 2.92  0.0000
H 3.17 -2.06 3.79  0.0000
H 4.61 -2.49 -2.03  0.0000
H 4.45 -1.79 -3.44  0.0000
H 3.06 -2.52 -2.59  0.0014
H 5.83 -0.50 -0.95  0.0000
H 5.14 1.14 -1.23  0.0000
H 5.49 0.21 -2.61  0.0000
H 2.10 -0.06 -3.06  0.0004
H 3.54 1.02 -3.22  0.0000
H 2.39 1.23 -1.93  0.0000
H -3.36 1.89 0.67  0.0000
H -1.95 1.48 -0.41  0.0027
H -2.74 3.13 -0.49  0.0002
H -3.28 3.31 2.47  0.0000
H -2.83 4.72 1.63  0.0000
H -1.85 4.20 3.00  0.0000
H 0.22 3.04 0.01  -0.0001
H -0.02 4.45 1.01  0.0000
H -1.00 4.27 -0.36  0.0000
N 0.01 0.86 -1.63  0.0239
C -0.07 1.65 -2.47  -0.0002
C 0.07 2.68 -3.49  -0.0003
C 1.09 3.58 -3.44  -0.0004
C 1.29 4.63 -4.34  0.0001
C 0.34 4.79 -5.33  -0.0004
C -0.65 3.77 -5.49  0.0001
C -0.82 2.72 -4.57  -0.0006
H 1.73 3.53 -2.61  0.0000
H 2.08 5.39 -4.13  0.0000
H 0.35 5.64 -6.05  0.0000
H -1.42 3.89 -6.27  0.0000
H -1.67 2.04 -4.71  0.0000
Se -0.75 -3.94 -3.68  0.0293
Sb -0.82 -1.58 -4.35  0.0009
Se 0.80 -0.89 -5.90  -0.0016
Se -2.91 -0.43 -4.30  0.0006
Se 0.18 -2.41 -2.01  0.0498

Calculated values
Total charge: 0
DFT total energy, hartree: -12970.7770
Strongest force on any atom, eV Å⁻¹: 2.97
Spin multiplicity: 3


A structure of composition C31H45BiBr2N6O5S at a distorted geometry, computed with wB97M-V/def2-TZVPD.

Last column: Mulliken charge in e.
Positions of all 91 atoms, in Å:
Bi 0.26 1.15 0.40  2.9268
C -3.68 -3.56 0.68  -1.5744
C -2.78 -2.57 -0.08  0.3353
C -3.66 -1.81 -1.09  -1.7330
C -2.96 -1.20 -2.33  2.0730
C -3.75 0.03 -2.80  -1.9300
C -2.93 -2.22 -3.47  -2.2736
N -1.58 -0.74 -1.93  1.6119
C -0.37 -1.02 -2.76  -0.3350
C 0.70 -1.81 -2.01  -1.8043
N 1.57 -1.06 -1.08  1.4535
C 2.61 -0.26 -1.77  -0.8496
C 2.87 1.21 -1.27  0.3409
O 3.45 1.95 -2.05  -0.7387
O 2.56 1.50 -0.04  -0.7857
C 2.10 -2.05 -0.08  1.6433
C 2.92 -3.17 -0.74  -1.6375
C 2.90 -1.42 1.07  -1.5523
C 2.26 -1.59 2.48  1.7090
C 2.97 -0.61 3.42  -1.9145
C 2.49 -3.01 2.97  -2.2737
N 0.84 -1.19 2.41  -0.0980
C -0.26 -2.06 2.80  -1.8548
C -1.17 -2.59 1.69  -1.3168
N -1.93 -1.68 0.80  1.3647
C -2.74 -0.63 1.48  -0.2932
C -2.14 0.24 2.64  -0.7840
O -2.72 0.16 3.72  -0.7468
O -1.14 1.01 2.41  -0.5190
H -4.25 -4.14 -0.04  0.5136
H -4.38 -3.02 1.32  0.2817
H -3.11 -4.25 1.29  0.4095
H -2.06 -3.18 -0.66  0.2815
H -4.22 -1.05 -0.56  0.3132
H -4.40 -2.52 -1.47  0.6213
H -3.75 0.80 -2.03  0.4566
H -4.78 -0.25 -3.00  0.4348
H -3.32 0.44 -3.71  0.4066
H -3.95 -2.56 -3.64  0.5273
H -2.32 -3.09 -3.23  0.4074
H -2.59 -1.77 -4.40  0.5102
H -1.65 0.30 -1.77  -0.0451
H -1.42 -1.08 -0.94  -0.8677
H 0.03 -0.07 -3.09  -0.0419
H -0.65 -1.58 -3.64  0.4717
H 1.30 -2.32 -2.77  0.4811
H 0.20 -2.58 -1.42  0.7067
H 2.39 -0.17 -2.84  0.5870
H 3.59 -0.74 -1.69  0.3850
H 1.21 -2.50 0.35  -1.2782
H 3.83 -2.79 -1.21  0.3337
H 2.35 -3.70 -1.50  0.3423
H 3.21 -3.89 0.02  0.5438
H 3.03 -0.36 0.89  0.1697
H 3.90 -1.87 1.10  0.6686
H 4.04 -0.85 3.48  0.4825
H 2.55 -0.67 4.42  0.4325
H 2.87 0.41 3.04  0.2929
H 3.57 -3.21 2.97  0.4495
H 2.01 -3.76 2.34  0.3633
H 2.14 -3.14 4.00  0.5171
H 0.71 -0.31 2.90  0.6007
H -0.89 -1.54 3.52  0.5486
H 0.09 -2.96 3.31  0.4714
H -1.87 -3.24 2.24  0.4393
H -0.59 -3.24 1.02  0.5876
H -3.64 -1.07 1.93  0.3880
H -3.04 0.12 0.75  0.4216
C 0.79 3.42 3.07  -1.4493
C 1.00 4.09 1.75  0.7118
C 1.48 5.41 1.69  -1.0587
C 1.74 6.02 0.50  -1.2276
C 1.50 5.33 -0.71  1.2325
C 1.73 5.86 -1.99  0.0794
Br 2.50 7.58 -2.19  -0.2488
C 1.41 5.15 -3.12  -0.4078
C 0.89 3.87 -2.99  0.3832
Br 0.42 2.87 -4.51  -0.2149
C 0.71 3.24 -1.76  -0.5855
O 0.30 2.00 -1.69  -0.5188
C 0.99 4.01 -0.59  -0.2484
N 0.77 3.43 0.63  0.2231
H 0.49 4.15 3.82  0.5444
H 1.72 2.96 3.39  0.2573
H 0.03 2.65 3.00  0.0409
H 1.65 5.94 2.62  0.5096
H 2.11 7.03 0.47  0.3879
H 1.57 5.57 -4.10  0.4489
S -2.58 4.66 0.20  -0.4273
C -2.16 3.15 -0.03  0.2883
N -1.85 2.02 -0.22  -0.7793

Calculated values
Energy above the lowest of the compared OMol25 structures with the same formula, charge and spin, kJ/mol: 46.2
Total charge: 0
DFT total energy, hartree: -7673.8817
Strongest force on any atom, eV Å⁻¹: 1.41


A structure of composition C31H45BiCl2N2OP at a distorted geometry, computed with wB97M-V/def2-TZVPD.

Last column: Mulliken charge in e.
Positions of all 83 atoms, in Å:
P 0.01 -0.73 -1.45  0.8496
C 1.57 -0.08 -2.30  0.0753
C 1.81 -0.45 -3.77  -0.2406
C 3.21 -0.02 -4.20  -1.0092
C 3.52 1.46 -3.90  -0.6482
C 3.13 1.88 -2.48  -0.8716
C 1.73 1.42 -2.07  -0.1541
C -1.42 0.14 -2.31  0.4361
C -1.31 0.32 -3.82  -0.5073
C -2.62 0.89 -4.39  -0.9890
C -3.05 2.19 -3.68  -0.6852
C -3.00 2.11 -2.15  -0.9359
C -1.71 1.48 -1.61  -0.4872
C -0.15 -2.40 -2.26  -0.0577
C 1.06 -3.26 -1.86  -0.7644
C 0.96 -4.68 -2.43  -0.8384
C -0.38 -5.37 -2.14  -0.7310
C -1.59 -4.49 -2.47  -0.8063
C -1.49 -3.06 -1.91  -0.8018
H 2.35 -0.59 -1.69  0.5217
H 1.07 0.03 -4.41  0.0187
H 1.70 -1.53 -3.93  0.1577
H 3.33 -0.22 -5.28  0.3829
H 3.95 -0.65 -3.68  0.3910
H 4.58 1.64 -4.06  0.3870
H 2.98 2.09 -4.63  0.3074
H 3.85 1.46 -1.76  0.3527
H 3.20 2.98 -2.39  0.3999
H 1.57 1.66 -1.01  -0.4069
H 0.98 1.98 -2.66  0.2131
H -2.27 -0.52 -2.10  0.3936
H -3.41 0.14 -4.28  0.3665
H -1.08 -0.63 -4.32  0.1955
H -0.50 1.03 -4.05  0.1787
H -2.49 1.08 -5.46  0.3944
H -4.06 2.45 -4.00  0.3911
H -2.40 3.01 -4.02  0.2719
H -3.11 3.12 -1.73  0.4109
H -3.85 1.52 -1.79  0.3672
H -1.82 1.29 -0.53  -0.1507
H -0.86 2.17 -1.74  0.1824
H -0.13 -2.25 -3.35  0.1825
H 2.00 -2.81 -2.21  0.2502
H 1.13 -3.30 -0.76  0.3437
H 1.11 -4.64 -3.52  0.3289
H 1.78 -5.28 -2.03  0.3921
H -0.42 -5.64 -1.08  0.3325
H -0.44 -6.30 -2.71  0.3613
H -2.51 -4.95 -2.09  0.4098
H -1.69 -4.42 -3.56  0.3421
H -2.33 -2.48 -2.32  0.1719
H -1.63 -3.06 -0.81  0.3308
Bi 0.03 -0.04 2.37  0.9360
Cl -2.33 -0.38 1.35  -0.6275
Cl 2.34 0.74 1.48  -0.6360
C -0.46 1.80 3.54  -1.3291
H -0.79 1.62 4.57  0.2439
C -0.52 3.14 3.10  1.2258
C -1.24 4.16 3.83  -0.6372
C -1.40 5.43 3.31  -0.3915
C -0.86 5.75 2.04  -0.4869
C -0.10 4.80 1.34  -0.6686
C 0.12 3.54 1.88  -0.2593
H -1.64 3.91 4.81  0.2653
H -1.95 6.19 3.87  0.3197
H 0.34 5.07 0.38  0.3512
H 0.83 2.85 1.41  0.3290
H -1.02 6.74 1.63  0.3263
N 1.81 -0.99 9.19  -0.3455
C 1.77 -0.45 7.93  0.3029
O 2.46 0.52 7.62  -0.6102
C 0.85 -1.11 6.94  0.3398
C -0.01 -2.17 7.26  -0.2377
C -0.89 -2.64 6.29  -0.8426
C -0.87 -2.08 5.01  -0.2547
N -0.02 -1.09 4.68  -0.1521
C 0.82 -0.60 5.63  -0.0963
H 2.38 -0.52 9.88  0.2438
H 1.13 -1.64 9.55  0.1574
H 0.00 -2.61 8.26  0.2386
H -1.59 -3.44 6.50  0.3641
H -1.54 -2.44 4.22  0.3860
H 1.46 0.22 5.32  0.5398

Calculated values
Energy above the lowest of the compared OMol25 structures with the same formula, charge and spin, kJ/mol: 0.0
Total charge: -1
DFT total energy, hartree: -2869.4459
Strongest force on any atom, eV Å⁻¹: 1.73


A structure of composition C31H45BrN2P2Zn at a distorted geometry, computed with wB97M-V/def2-TZVPD.

Last column: Mulliken charge in e.
Positions of all 82 atoms, in Å:
C -0.41 6.37 -3.74  -0.4440
C -0.51 5.00 -4.13  0.5463
C -0.90 4.81 -5.48  -0.4173
C -1.12 5.90 -6.31  -0.3579
N -1.01 7.18 -5.95  -0.4951
C -0.65 7.38 -4.68  -0.2802
C -0.28 3.86 -3.26  1.1677
C -0.24 2.85 -2.53  -1.1139
C -1.13 2.32 -1.44  0.1693
C -0.53 2.00 -0.18  -1.0273
C -1.29 1.36 0.79  1.1837
C -2.65 1.04 0.58  -0.0574
C -3.21 1.44 -0.64  -0.6193
C -2.50 2.09 -1.63  -0.6933
Zn 0.33 0.87 -2.12  0.3432
P 1.96 -1.36 0.98  0.6496
H -1.06 3.82 -5.90  0.4145
H -0.16 6.69 -2.72  0.4029
H -1.42 5.78 -7.34  0.4051
H -0.58 8.42 -4.41  0.3947
H -2.90 2.33 -2.61  0.5645
H 0.34 2.56 0.15  0.7347
H -4.27 1.25 -0.86  0.4760
H -0.75 0.77 1.51  -0.0450
C 2.38 -2.94 1.89  -0.8898
C 3.26 -4.03 1.27  -1.3608
H 1.37 -3.35 2.14  0.5649
H 2.82 -2.60 2.85  0.5592
H 3.30 -4.86 1.97  0.4388
H 2.87 -4.39 0.33  0.2364
H 4.29 -3.69 1.13  0.2914
C 2.49 -1.66 -0.81  0.8297
C 3.38 -0.66 -1.52  -1.6709
H 1.54 -1.60 -1.33  -0.8854
H 2.85 -2.68 -0.93  0.3856
H 3.27 -0.78 -2.61  0.4434
H 3.12 0.38 -1.29  0.2422
H 4.42 -0.84 -1.27  0.4073
C 3.41 -0.31 1.53  -0.6220
C 4.78 -0.98 1.52  -1.3983
H 3.12 0.00 2.55  0.5263
H 3.38 0.59 0.91  0.4666
H 5.51 -0.22 1.76  0.4355
H 4.84 -1.76 2.28  0.2969
H 5.03 -1.39 0.55  0.2634
Br -3.74 0.15 1.82  -0.0733
P -1.46 -2.29 -0.67  1.0873
C -0.16 -3.52 -1.14  0.0152
C -0.12 -4.97 -1.67  -1.6214
H 0.43 -3.56 -0.19  -0.2223
H 0.41 -2.95 -1.89  0.3277
H 0.91 -5.17 -2.00  0.4009
H -0.34 -5.70 -0.90  0.3697
H -0.76 -5.07 -2.54  0.4328
C -2.65 -3.24 0.43  -0.6213
C -4.11 -3.73 0.15  -1.2651
H -2.76 -2.52 1.28  0.2713
H -2.07 -4.13 0.77  0.4233
H -4.65 -3.84 1.12  0.3767
H -4.71 -3.02 -0.44  0.2773
H -4.12 -4.73 -0.30  0.3592
C -2.40 -1.42 -2.03  0.8294
C -2.74 -1.93 -3.47  -1.3737
H -1.74 -0.53 -2.08  -0.8685
H -3.33 -1.07 -1.57  0.3091
H -3.16 -1.06 -4.04  0.3943
H -1.84 -2.26 -4.01  0.3425
H -3.55 -2.68 -3.44  0.3622
C 0.21 2.86 6.97  -1.4111
C 0.17 1.90 5.82  1.1936
C 1.27 1.10 5.51  -0.7912
C 1.18 0.24 4.40  -0.3636
N 0.12 0.22 3.58  -0.2610
C -0.95 0.93 3.93  0.5979
C -0.98 1.80 5.03  -0.9205
H 0.48 2.37 7.90  0.3609
H 0.94 3.65 6.80  0.3129
H -0.77 3.33 7.09  0.3560
H 2.20 1.10 6.10  0.3995
H 2.01 -0.44 4.13  0.4846
H -1.85 0.86 3.31  -0.3097
H -1.88 2.37 5.22  0.3563

Calculated values
Energy above the lowest of the compared OMol25 structures with the same formula, charge and spin, kJ/mol: 195.0
Total charge: +2
DFT total energy, hartree: -6352.9831
Strongest force on any atom, eV Å⁻¹: 2.90